Formula: C37H35ClN2S2Si2Ta
Source: the OMol25 dataset
Level of theory: ωB97M-V/def2-TZVPD

Each line ends with the Löwdin charge.
Element x y z (Å)
C  -0.9309  -1.4848  4.0976  -0.1509
C  -1.5297  -0.4708  3.3044  -0.1352
C  -1.8075  -1.0263  2.0213  -0.1830
H  -1.8519  0.5128  3.6493  0.1410
C  -1.4091  -2.4041  2.0278  -0.1842
C  -0.8683  -2.6943  3.3187  -0.1432
H  -0.6300  -3.6806  3.7037  0.1377
H  -0.7625  -1.4105  5.1699  0.1560
H  -2.3905  -0.5327  1.2554  0.1287
H  -1.6304  -3.1490  1.2735  0.1413
Ta  0.3934  -1.1936  2.3161  1.4294
Si  0.5853  2.7724  -0.7714  1.0983
C  -0.8822  3.8887  -1.0097  -0.3121
C  -0.6750  5.0035  -1.8634  -0.0964
H  0.2378  5.0413  -2.4654  0.1066
C  -1.6008  6.0423  -1.9189  -0.0387
H  -1.3757  6.9405  -2.4964  0.1281
C  -2.8179  5.9389  -1.2334  -0.0248
H  -3.5441  6.7538  -1.2812  0.1303
C  -3.1054  4.7808  -0.5043  -0.0434
H  -4.0739  4.6741  -0.0090  0.1226
C  -2.1549  3.7483  -0.4056  -0.1023
H  -2.4019  2.8417  0.1517  0.0818
C  0.2215  0.9876  -0.7566  -0.3755
C  -1.0718  0.4466  -0.7807  -0.0738
H  -1.9451  1.1046  -0.8013  0.1313
C  -1.2231  -0.9739  -0.9096  -0.1842
H  -2.2180  -1.4072  -1.0762  0.1733
C  -0.1416  -1.8193  -0.4056  -0.2293
H  -0.3025  -2.8893  -0.2570  0.1403
C  1.1949  -1.3138  -0.6736  -0.3008
H  2.0648  -1.9628  -0.7119  0.0850
C  1.3107  0.0677  -0.9916  -0.1586
H  2.2894  0.4660  -1.2570  0.1533
H  0.0158  0.1385  1.3574  0.0157
Si  0.1479  -1.0824  -2.1607  0.6047
C  0.2947  -2.6027  -3.3141  -0.2082
C  -0.4910  -2.6693  -4.4667  -0.0775
H  -1.2248  -1.8867  -4.6652  0.1014
C  -0.3499  -3.7164  -5.3798  -0.0387
H  -0.9677  -3.7375  -6.2774  0.1222
C  0.5905  -4.7264  -5.1378  -0.0360
H  0.7298  -5.5321  -5.8621  0.1247
C  1.3248  -4.7081  -3.9470  -0.0538
H  2.0120  -5.5233  -3.7165  0.1173
C  1.1755  -3.6547  -3.0341  -0.0883
H  1.7571  -3.6521  -2.1118  0.0928
C  0.0383  0.1893  -3.6099  -0.2613
C  -1.2078  0.7130  -3.9559  -0.1021
H  -2.1359  0.3023  -3.5351  0.1169
C  -1.2723  1.8181  -4.8142  -0.0501
H  -2.2492  2.2538  -5.0389  0.1189
C  -0.0989  2.3594  -5.3663  -0.0536
H  -0.1540  3.2092  -6.0501  0.1196
C  1.1451  1.8213  -5.0159  -0.0542
H  2.0688  2.2506  -5.4136  0.1197
C  1.2135  0.7432  -4.1242  -0.0889
H  2.1890  0.3687  -3.8053  0.1128
H  1.4871  3.1212  0.2404  0.0006
Cl  2.4933  -2.0358  1.6183  0.2902
C  -0.4905  2.5520  2.4026  -0.1169
C  0.3691  2.0047  3.4878  -0.5723
N  0.8731  0.7730  3.5791  -0.0362
C  1.5608  0.5978  4.8070  -0.2857
C  1.5928  1.7404  5.5848  -0.2830
S  0.7462  3.0501  4.8558  1.1757
C  1.9745  -0.7295  5.1954  -0.3180
C  2.5744  -1.1378  6.3783  -0.2782
S  2.8398  -2.8434  6.3968  1.1715
C  2.0544  -2.9551  4.8189  -0.5864
N  1.6621  -1.7916  4.3429  -0.1073
C  1.9974  -4.2643  4.1126  -0.0866
H  -1.5342  2.6506  2.7378  0.1082
H  -0.1084  3.5365  2.1027  0.0885
H  -0.4723  1.9040  1.5139  0.0091
H  2.0632  1.7739  6.5571  0.0988
H  2.8213  -0.4509  7.1795  0.0969
H  2.9305  -4.8135  4.3059  0.1046
H  1.1525  -4.8580  4.4859  0.0972
H  1.9084  -4.0986  3.0322  0.0267

Results
- Total charge: +3
- Calculated total energy: -93386.9759 eV
- E_LUMO (alpha / beta): -10.394 / -10.401 eV
- Highest occupied orbital energy (alpha / beta): -15.38 / -15.38 eV
- Relative energy (zero: lowest compared OMol25 entry of this formula, charge and spin): 113.8 kcal/mol